(1)
10 unconnected molecules or ions with the total composition C42H112N12O14, computed with ωB97M-V/def2-TZVPD.

```
180
Properties=species:S:1:pos:R:3
C -0.7526 6.3953 2.0707
O -0.4472 6.0556 3.4037
C -0.5917 4.6849 3.7278
C -2.0373 4.2095 3.7976
C -2.7264 4.7096 5.0666
N -2.2160 2.7483 3.6718
H -0.9123 7.4678 2.0584
H -1.5992 5.8121 1.6974
H 0.0705 6.1262 1.3936
H -0.0446 4.0722 2.9936
H -0.1076 4.5669 4.7006
H -2.6282 4.6014 2.9626
H -3.7709 4.3879 5.0492
H -2.8215 5.7982 5.0538
H -2.2093 4.3501 5.9547
H -1.8667 2.4820 2.7493
H -1.5290 2.3277 4.3048
C 3.1764 -2.2044 0.6902
O 4.3922 -2.4586 -0.0036
C 5.2935 -3.3537 0.5955
C 6.3897 -2.6630 1.3880
C 7.1999 -3.6260 2.2280
N 5.8154 -1.6434 2.3033
H 3.3451 -1.5787 1.5695
H 2.6167 -3.1085 0.9252
H 2.6588 -1.5909 -0.0478
H 4.7999 -4.0919 1.2467
H 5.7629 -3.9643 -0.1851
H 7.0487 -2.1247 0.6988
H 7.8280 -3.1236 2.9631
H 7.7934 -4.3323 1.6427
H 6.5414 -4.2767 2.8179
H 5.6146 -0.8108 1.7519
H 6.5498 -1.3305 2.9308
C 0.0187 -0.5143 4.9631
O 0.2700 0.7228 5.5834
C 1.6357 1.1001 5.6895
C 2.4264 1.0297 4.3919
C 3.6990 1.8514 4.5167
N 1.6457 1.6671 3.2986
H 0.8035 -1.2719 5.0632
H -0.3118 -0.3980 3.9258
H -0.8213 -1.0064 5.4751
H 1.6324 2.1049 6.1100
H 2.1166 0.4403 6.4312
H 2.7003 0.0196 4.0920
H 4.3693 1.4737 5.3025
H 3.5357 2.9054 4.7354
H 4.3200 1.7080 3.6291
H 1.6335 2.6735 3.4091
H 0.6965 1.3366 3.4161
C 1.6661 -6.0393 -0.7185
O 1.2025 -4.8680 -0.0894
C -0.1586 -4.5814 -0.3300
C -0.4618 -3.1288 0.0224
C -1.9597 -2.9534 -0.0920
N 0.2178 -2.2124 -0.9075
H 2.7400 -5.9503 -0.8685
H 1.2087 -6.2326 -1.6966
H 1.4300 -6.9098 -0.0923
H -0.3716 -4.6060 -1.4159
H -0.7882 -5.3524 0.1204
H -0.0560 -2.9459 1.0218
H -2.3587 -3.2319 -1.0691
H -2.3117 -1.9532 0.1751
H -2.4500 -3.5875 0.6414
H 1.1140 -2.6245 -1.1604
H -0.2891 -2.1519 -1.7878
C -5.1554 -0.0427 0.9486
O -4.4355 -1.1089 1.4685
C -4.9547 -1.5450 2.7084
C -3.9884 -2.5176 3.3504
N -4.0875 -3.8463 2.7418
C -3.0159 -4.7504 3.1439
C -3.1249 -6.0607 2.4102
O -2.9994 -5.8139 1.0276
C -3.1300 -6.9183 0.1785
H -5.1333 0.8208 1.6356
H -6.2373 -0.1635 0.7688
H -4.7740 0.3000 -0.0125
H -5.9360 -2.0189 2.6027
H -5.0130 -0.6807 3.3858
H -4.2780 -2.6199 4.3978
H -2.9642 -2.1332 3.2287
H -4.0687 -3.7938 1.7307
H -3.0577 -4.9165 4.2237
H -2.0099 -4.3275 2.9643
H -4.0287 -6.6490 2.5975
H -2.2652 -6.6559 2.7707
H -3.3418 -6.5801 -0.8356
H -4.0277 -7.5002 0.4396
H -2.2473 -7.5649 0.2089
C -2.1982 -0.2042 -3.8998
O -3.5455 -0.5596 -3.8603
C -4.0179 -0.8076 -2.5494
C -5.3919 -1.4785 -2.5970
N -6.1984 -1.1015 -3.7383
C -7.0135 0.0808 -3.5260
C -7.8342 0.3748 -4.7505
O -8.7370 1.4662 -4.5250
C -9.9256 1.1009 -3.8989
H -1.8782 0.0431 -4.9119
H -1.5448 -1.0579 -3.6295
H -1.9758 0.6355 -3.2303
H -4.1126 0.1424 -2.0002
H -3.2337 -1.3587 -2.0113
H -5.8767 -1.2331 -1.6495
H -5.2448 -2.5648 -2.5634
H -5.5522 -0.9781 -4.5097
H -6.4126 0.9714 -3.2610
H -7.6428 -0.0388 -2.6396
H -8.4449 -0.5087 -4.9759
H -7.3049 0.6899 -5.6472
H -10.4036 0.2056 -4.3356
H -10.6758 1.8807 -4.0369
H -9.8205 0.8749 -2.8295
C 9.3932 0.6892 0.7862
O 8.2319 0.6898 -0.0047
C 8.2333 -0.2975 -1.0160
C 6.8247 -0.5198 -1.4956
N 6.3110 0.5888 -2.2754
C 4.9790 0.4323 -2.7820
C 3.9203 0.6837 -1.6831
O 4.2241 1.8515 -0.9554
C 3.7226 1.8530 0.3472
H 9.3355 1.5313 1.4750
H 10.3192 0.8026 0.2101
H 9.4487 -0.2325 1.3814
H 8.7364 -1.2337 -0.7557
H 8.7595 0.1214 -1.8903
H 6.1397 -0.7487 -0.6663
H 6.8415 -1.4253 -2.1155
H 6.4604 1.4783 -1.8241
H 4.6906 -0.5749 -3.0957
H 4.7956 1.1096 -3.6183
H 4.0000 -0.1572 -0.9811
H 2.9280 0.6694 -2.1570
H 2.6440 1.8042 0.5185
H 4.1096 2.6873 0.9344
H 4.1477 0.9842 0.8968
C 1.3738 -0.4762 -5.3313
O 1.9739 0.7439 -4.9791
C 2.1790 1.6120 -6.0805
C 2.6555 2.9445 -5.5663
N 1.5888 3.8993 -5.2645
C 0.5195 3.3733 -4.4495
C 0.7860 3.3311 -2.9376
O 0.7385 4.6493 -2.4245
C 1.3557 4.6987 -1.1499
H 1.8560 -0.9084 -6.2164
H 0.2998 -0.3562 -5.5221
H 1.4852 -1.1819 -4.5078
H 1.3519 1.7563 -6.7844
H 3.0100 1.1946 -6.6725
H 3.3099 3.4251 -6.3069
H 3.3847 2.8658 -4.7438
H 2.0046 4.6661 -4.7462
H 0.2573 2.3346 -4.6612
H -0.4089 3.9460 -4.5365
H 1.7364 2.8288 -2.7159
H -0.0382 2.7605 -2.4803
H 0.9085 3.8845 -0.5628
H 1.2161 5.6787 -0.7083
H 2.4206 4.4419 -1.2220
N 0.3220 0.1810 0.8336
C -0.5768 1.1847 0.6552
N -1.6538 0.8994 -0.1490
O -0.4494 2.3100 1.1449
H 1.1697 0.4222 1.3263
H 0.3230 -0.5774 0.1492
H -2.4070 1.5351 0.0542
H -1.8164 0.0025 -0.5673
N -5.7060 3.6561 -0.0344
C -4.4584 3.2661 -0.4971
N -3.4012 3.8405 0.1530
O -4.3582 2.5084 -1.4606
H -6.4597 3.0849 -0.3649
H -5.7654 4.2900 0.7394
H -2.4508 3.6544 -0.1197
H -3.5925 4.3281 1.0091
```

Computed properties:
HOMO	-8.139	eV
SMILES	COC[C@H](C)N.COC[C@H](C)N.COC[C@H](C)N.COC[C@H](C)N.COCCNCCOC.COCCNCCOC.COCCNCCOC.COCCNCCOC.NC(N)=O.NC(N)=O
energy above the lowest of the compared OMol25 structures with the same formula, charge and spin	0.00	kcal per mole
E_LUMO	0.4	eV

---

(2)
A molecular structure, C19H36BBeCl2CsFN4O11S, computed with ωB97M-V/def2-TZVPD.

```
77
Properties=species:S:1:pos:R:3
C 2.0419 -2.4245 3.1561
C 0.6442 -2.1864 2.5989
C 0.5120 -1.8498 1.1042
Cl 1.9850 -2.2128 0.1745
N 0.0462 -0.4917 0.8021
C 0.6998 0.6269 1.5086
C 2.1333 0.9319 1.1153
C 2.2670 2.4170 1.4358
S 3.9056 3.0354 1.7144
O 4.0009 3.4613 3.0811
O 4.2156 3.9655 0.6745
O 4.8243 1.7618 1.5367
C -1.3192 -0.3755 0.8677
O -2.1218 -0.9280 0.1567
O -1.7552 0.5705 1.7827
B -2.7388 0.1431 2.6128
N -3.8549 1.0506 2.9678
O -2.7407 -1.1331 3.1328
H 2.7418 -1.6344 2.8997
H 2.4371 -3.3694 2.7959
H 1.9930 -2.4901 4.2404
H 0.1083 -3.1257 2.7371
H 0.1204 -1.4516 3.2075
H -0.2218 -2.5234 0.6768
H 0.1453 1.5146 1.2166
H 0.6208 0.5698 2.5942
H 2.3614 0.6946 0.0808
H 2.8382 0.3579 1.7106
H 1.7499 2.9784 0.6594
H 1.7208 2.5868 2.3600
H 5.3202 1.6360 2.3599
H -4.6756 0.4414 3.1410
H -3.6582 1.4907 3.8643
H -3.3767 -1.1943 3.8556
C -3.6968 3.9962 0.0589
O -4.0997 2.6823 0.3582
H -4.5365 4.6757 0.2458
H -2.8474 4.2879 0.6892
H -3.4183 4.0822 -0.9826
H -3.3529 2.0929 0.2033
Cs -3.4888 5.3111 -2.1714
C 6.0076 -4.8259 -2.0908
C 5.0635 -5.9119 -2.5920
C 3.6465 -5.7780 -2.0203
C 3.6444 -5.8785 -0.5640
N 3.6582 -5.9544 0.5861
H 6.1341 -4.8791 -1.0090
H 6.9925 -4.9369 -2.5425
H 5.6329 -3.8319 -2.3421
H 5.4650 -6.8928 -2.3341
H 5.0012 -5.8687 -3.6802
H 2.9982 -6.5610 -2.4144
H 3.2140 -4.8145 -2.2963
N 0.6889 4.8562 -6.5209
C 0.3807 3.6030 -6.0585
C 1.5231 3.0544 -5.5413
C 2.5604 4.0146 -5.6932
C 2.0152 5.1125 -6.3004
H 0.0464 5.4877 -6.9599
H -0.6171 3.2071 -6.1415
H 1.6093 2.0737 -5.1053
H 3.5889 3.9075 -5.3948
H 2.4561 6.0488 -6.5948
Cl -3.0288 -3.4853 3.0734
Be -5.8326 -0.0537 4.5711
C -5.2151 -1.4918 0.5552
C -6.0793 -0.3295 0.1141
O -7.2975 -0.5818 0.7941
C -7.0091 -1.2825 1.9247
O -7.7411 -1.4271 2.8440
O -5.7427 -1.7616 1.8653
F -6.3004 -0.3231 -1.2197
H -5.3627 -2.3626 -0.0836
H -4.1555 -1.2568 0.6025
H -5.7029 0.6533 0.4100
O -0.1559 3.9183 0.6996
H 0.3837 4.5804 0.2359
```

Computed properties:
HOMO	-10.211	eV
net charge	+1
E_LUMO	-8.5	eV

---

(3)
A molecular structure, CuH8O4, computed with ωB97M-V/def2-TZVPD.

```
13
Properties=species:S:1:pos:R:3
Cu 0.1706 0.0023 0.0884
O 1.5594 0.5090 1.2428
H 1.9189 1.3715 1.4501
H 2.2171 0.1045 0.6771
O -1.0499 0.8779 0.9598
H -0.9987 1.7636 1.3193
H -1.8948 0.8497 0.5107
O -0.1796 -1.6759 -0.1229
H -0.8671 -1.9913 -0.7095
H 0.0294 -2.4295 0.4291
O -0.0774 0.0508 -1.6689
H -0.9088 -0.2831 -2.0058
H 0.0810 0.8505 -2.1705
```

Computed properties:
HOMO	-11.706	eV
energy above the lowest of the compared OMol25 structures with the same formula, charge and spin	58.70	kcal per mole
net charge	+1
E_LUMO	-3.8	eV

---

(4)
A molecular structure, C34H50BFN11S3Ti, computed with ωB97M-V/def2-TZVPD.

```
101
Properties=species:S:1:pos:R:3
Ti -0.6885 -0.3370 -0.0353
C -3.7561 0.5905 3.3869
C -2.9546 1.2670 4.4996
C -3.8535 2.3010 5.1813
C -2.5002 0.2289 5.5320
N -1.7743 1.9146 3.9317
C -1.4278 3.2375 4.0970
C -0.1958 3.4064 3.5776
N 0.2472 2.2092 3.0854
B 1.6968 2.0635 2.5842
N 1.8742 2.6603 1.1783
C 3.0733 3.1867 0.7868
C 2.9370 3.7161 -0.4455
N 1.6340 3.5206 -0.8451
C 0.9957 2.8401 0.1630
S -0.6266 2.3771 0.1877
C 1.0279 4.0119 -2.0808
C -0.0616 5.0304 -1.7247
C 2.0842 4.6923 -2.9552
C 0.4383 2.8397 -2.8642
N 2.2098 0.6168 2.6788
C 2.6430 0.1075 3.8731
C 3.1385 -1.1285 3.6655
N 3.0220 -1.4088 2.3237
C 2.4256 -0.3259 1.7315
S 2.1315 -0.1293 0.0881
C 3.4285 -2.6513 1.6692
C 4.5003 -2.3375 0.6186
C 4.0178 -3.6264 2.6924
C 2.2024 -3.2958 1.0235
C -0.7388 1.2996 3.2682
S -0.6827 -0.3060 2.7725
H -4.7514 0.3334 3.7381
H -3.2476 -0.3157 3.0688
H -3.8469 1.2607 2.5348
H -4.7142 1.7845 5.5992
H -4.2108 3.0353 4.4638
H -3.3370 2.8078 5.9930
H -3.3629 -0.3096 5.9183
H -1.9839 0.7119 6.3598
H -1.8234 -0.4781 5.0593
H -2.0744 3.9603 4.5449
H 0.4095 4.2872 3.5162
H 2.3831 2.7200 3.3237
H 3.9307 3.1436 1.4262
H 3.6690 4.2027 -1.0526
H 0.3725 5.9019 -1.2367
H -0.7846 4.5769 -1.0521
H -0.5766 5.3489 -2.6278
H 2.5325 5.5434 -2.4481
H 1.6005 5.0515 -3.8612
H 2.8646 3.9915 -3.2436
H -0.4483 2.4461 -2.3720
H 1.1756 2.0419 -2.9410
H 0.1574 3.1536 -3.8662
H 2.5654 0.6748 4.7772
H 3.5560 -1.8136 4.3698
H 5.3945 -1.9351 1.0923
H 4.1181 -1.6045 -0.0868
H 4.7633 -3.2449 0.0805
H 4.9008 -3.2131 3.1760
H 4.3128 -4.5336 2.1703
H 3.2831 -3.8939 3.4474
H 1.8465 -2.6953 0.1901
H 1.3887 -3.3661 1.7431
H 2.4430 -4.2915 0.6601
C -0.7557 -2.8277 -5.5750
C 0.7480 -2.5962 -5.4627
C 1.3596 -3.5313 -4.4232
C 1.0384 -1.1198 -5.1252
N 0.3808 -0.6687 -3.9458
C 0.6891 -0.9001 -2.6297
N -0.2644 -0.3221 -1.8912
N -1.1435 0.2303 -2.7452
N -0.7875 0.0276 -3.9722
H -0.9641 -3.8713 -5.7964
H -1.1825 -2.2086 -6.3601
H -1.2501 -2.5756 -4.6403
H 1.2189 -2.7934 -6.4346
H 0.8414 -3.4300 -3.4729
H 2.4146 -3.3086 -4.2719
H 1.2688 -4.5634 -4.7526
H 0.6854 -0.4835 -5.9419
H 2.1182 -0.9748 -4.9971
H 1.5813 -1.3751 -2.2747
C -2.8058 -0.1903 -0.0863
C -3.2731 -1.3239 -0.8326
C -3.6698 -1.2255 -2.1871
C -4.1215 -2.3132 -2.8871
C -4.2337 -3.5705 -2.2658
C -3.8622 -3.6835 -0.9114
C -3.4041 -2.5951 -0.2231
C -4.7322 -4.6748 -2.9549
N -5.1491 -5.5964 -3.5153
H -3.0768 -0.2482 0.9680
H -3.0675 0.7726 -0.5384
H -3.6172 -0.2594 -2.6690
H -4.4265 -2.2108 -3.9236
H -3.9661 -4.6431 -0.4222
H -3.1227 -2.6908 0.8210
F -0.4441 -2.1078 0.2293
```

Computed properties:
HOMO (spin up / spin down)	-1.558 / -4.012	eV
multiplicity	3
<S²>	2.0168
energy above the lowest of the compared OMol25 structures with the same formula, charge and spin	19.87	kcal per mole
net charge	-1
E_LUMO (spin up / spin down)	2.3 / 2.3	eV

---

(5)
A molecular structure, C32H24I2IrN6O4S, computed with ωB97M-V/def2-TZVPD.

```
70
Properties=species:S:1:pos:R:3
Ir -0.0258 0.1246 -0.7936
I -5.4331 2.8910 3.8033
C -4.2239 2.4206 2.1729
C -4.7713 1.8149 1.0433
C -3.9512 1.5124 -0.0164
I -4.6770 0.5710 -1.7202
C -2.5433 1.7931 0.0048
O -1.7855 1.4944 -0.9779
C -2.0319 2.4254 1.1767
C -0.5576 2.6501 1.2279
N 0.1345 1.3454 1.2155
C 1.5344 1.4406 1.6325
C 2.1954 0.1176 1.4274
C 3.1265 -0.4008 2.3081
C 3.7233 -1.6195 2.0166
C 3.3537 -2.2837 0.8575
C 2.3997 -1.7113 0.0359
N 1.8386 -0.5317 0.3200
C -2.8551 2.7205 2.2296
H -5.8268 1.5856 1.0048
H -0.3053 3.2066 2.1344
H -0.2116 3.2198 0.3626
H -0.3629 0.7026 1.8337
H 1.6248 1.7483 2.6768
H 2.0230 2.1960 1.0109
H 3.3892 0.1542 3.1979
H 4.4622 -2.0438 2.6822
H 3.7905 -3.2348 0.5909
H 2.0689 -2.1968 -0.8711
H -2.4511 3.1909 3.1168
O -1.9003 -3.3473 0.5219
S -1.8891 -2.2833 -0.4152
O -2.1139 -0.9396 0.1348
N -0.4421 -2.0411 -1.1851
C -0.6987 -1.7282 -2.4785
O 0.0378 -0.9171 -3.0587
C -1.9644 -2.3004 -2.9723
C -2.3737 -2.4945 -4.2795
C -3.6419 -3.0232 -4.4865
C -4.4821 -3.3126 -3.4157
C -4.0787 -3.0993 -2.1005
C -2.8107 -2.6013 -1.9063
H -1.7119 -2.2730 -5.1053
H -3.9772 -3.2159 -5.4962
H -5.4634 -3.7218 -3.6123
H -4.7347 -3.3210 -1.2702
N 3.1955 2.5310 -6.7821
C 3.0314 3.2316 -7.9513
C 3.7662 3.3188 -9.1268
C 3.2737 4.1603 -10.1058
C 2.0714 4.8698 -9.9473
C 1.3214 4.7623 -8.7996
C 1.8081 3.9266 -7.7861
N 1.2735 3.6302 -6.5714
C 2.1195 2.8108 -5.9832
C 1.8527 2.3280 -4.6398
C 2.7002 1.5125 -3.8832
C 2.3023 1.1014 -2.6309
N 1.1381 1.4666 -2.0862
C 0.3253 2.2760 -2.7911
C 0.6421 2.7226 -4.0475
H 3.9571 1.9082 -6.5768
H 4.6698 2.7466 -9.2883
H 3.8354 4.2754 -11.0223
H 1.7370 5.5183 -10.7450
H 0.4005 5.3088 -8.6532
H 3.6597 1.1895 -4.2611
H 2.9456 0.4662 -2.0360
H -0.6098 2.5618 -2.3308
H -0.0283 3.3613 -4.6017
```

Computed properties:
HOMO (spin up / spin down)	-12.533 / -12.504	eV
multiplicity	2
<S²>	0.7820
energy above the lowest of the compared OMol25 structures with the same formula, charge and spin	112.24	kcal per mole
net charge	+2
E_LUMO (spin up / spin down)	-8.3 / -8.6	eV

---

Number 1: F_max 2.13 eV/A. Number 2: F_max 8.88 eV/A. Number 3: F_max 6.11 eV/A. Number 4: F_max 3.07 eV/A. Number 5: F_max 3.73 eV/A.